(1)
# C9H24CdIO3

C9H24CdIO3 as an isolated structure in a non-equilibrium geometry (the ωB97M-V functional and the def2-TZVPD basis, OMol25).

CARTESIAN COORDINATES (ANGSTROEM)
Cd 0.2382 3.5462 2.3154
I 0.4456 1.5648 1.2386
C 1.2461 -1.8178 2.8359
C 2.0196 -1.7948 1.4917
C 1.0929 -1.9695 0.2846
O 2.5742 -0.5077 1.3291
H 1.8634 -1.6615 3.7205
H 0.6760 -2.7456 2.8849
H 0.4519 -1.0748 2.7622
H 2.8474 -2.5003 1.5627
H 0.4197 -1.1466 0.0442
H 0.4546 -2.8240 0.5097
H 1.6588 -2.2697 -0.5973
H 1.8389 0.0964 1.2024
C 1.9102 0.4674 -1.8287
C 1.4372 1.9274 -2.1111
C -0.0843 1.9105 -2.1562
O 1.8959 2.7455 -1.1114
H 1.5012 0.1709 -0.8629
H 2.9873 0.5040 -1.6656
H 1.5356 -0.2493 -2.5596
H 1.8013 2.3127 -3.0634
H -0.5465 2.8876 -2.0155
H -0.4975 1.2585 -1.3866
H -0.3340 1.4184 -3.0962
H 1.4335 2.4269 -0.3328
C -3.8356 -0.2154 -0.6031
C -2.6301 0.1513 0.2758
C -1.6780 -0.9889 0.6252
O -1.8775 1.1192 -0.4998
H -4.5609 0.5983 -0.6092
H -4.3492 -1.0832 -0.1894
H -3.6297 -0.4339 -1.6509
H -2.9739 0.6949 1.1558
H -0.8976 -0.6230 1.2924
H -1.2330 -1.3721 -0.2931
H -2.1645 -1.8006 1.1661
H -1.0369 1.2778 -0.0642

Lowest unoccupied orbital energy, eV: -7.8963
HOMO, eV: -12.610
Molecular weight, g/mol: 419.6
Kohn-Sham gap, eV: 4.714
Relative energy (zero: lowest compared OMol25 entry of this formula, charge and spin), kcal/mol: 103.3
Charge: +1

(2)
# C13H30N3O7S2

A 3-piece molecular cluster, C13H30N3O7S2 overall in a non-equilibrium geometry (the ωB97M-V functional and the def2-TZVPD basis, OMol25).

CARTESIAN COORDINATES (ANGSTROEM)
C 1.5121 0.5728 1.8100
C 0.5072 -0.4263 1.2934
N 0.8341 -1.6130 1.0393
C -0.9206 0.0688 1.1350
N -1.3432 0.3005 -0.2062
C -0.6765 1.4310 -0.8066
C -0.4213 0.9917 -2.2025
O -1.2586 1.0942 -3.0306
N 0.8595 0.3707 -2.4759
C 0.6202 -1.0476 -2.7780
C 1.5521 1.0592 -3.5855
H 2.5100 0.1399 1.8146
H 1.2577 0.8996 2.8060
H 1.5370 1.4592 1.1856
H 1.8359 -1.7186 1.1957
H -1.5370 -0.7395 1.5274
H -1.0777 0.9326 1.8251
H 0.2512 1.7461 -0.3183
H -1.3401 2.3213 -0.8789
H 0.3609 -1.5324 -1.8431
H -0.2059 -1.1838 -3.4673
H 1.5165 -1.5253 -3.1486
H 2.4662 1.5112 -3.2109
H 1.8354 0.3266 -4.3325
H 0.9138 1.8074 -4.0386
O 1.8818 2.8861 4.1640
S 2.2180 4.1868 4.6432
O 3.5560 4.4989 5.0432
O 1.2208 4.5666 5.8317
C 1.0879 3.6266 6.9111
C 2.2504 3.6996 7.8826
C 1.6614 5.3956 3.4917
H 0.9641 2.6181 6.5130
H 0.1617 3.8922 7.4179
H 3.1733 3.3514 7.4201
H 2.0500 3.0772 8.7555
H 2.4145 4.7271 8.2082
H 0.6284 5.1812 3.2317
H 2.2967 5.3183 2.6123
H 1.7579 6.3801 3.9420
O -0.8380 -3.8751 -3.7311
S -1.4622 -4.9687 -4.3968
O -1.4286 -5.0785 -5.8238
O -2.9718 -5.0635 -3.9012
C -3.7649 -3.8594 -3.9675
C -4.2547 -3.5732 -5.3734
C -0.9050 -6.4854 -3.6949
H -3.1998 -3.0184 -3.5625
H -4.6107 -4.0311 -3.3047
H -3.4287 -3.3097 -6.0331
H -4.9594 -2.7416 -5.3612
H -4.7457 -4.4509 -5.7964
H -0.9804 -6.4173 -2.6132
H 0.1316 -6.6180 -3.9957
H -1.5163 -7.2971 -4.0810

Lowest unoccupied orbital energy, eV: 2.3116
HOMO, eV: -1.796
Molecular weight, g/mol: 404.5
Kohn-Sham gap, eV: 4.107
Charge: -1

(3)
# C18H25Cl2N3O3

The molecule C18H25Cl2N3O3 (the ωB97M-V functional and the def2-TZVPD basis, OMol25).

CARTESIAN COORDINATES (ANGSTROEM)
C 2.4171 -2.2255 3.1672
C 1.4045 -2.3516 2.5388
C 0.2139 -2.4819 1.7019
C 0.1909 -1.4967 0.5098
C 1.5248 -1.6571 -0.2615
C 1.5084 -1.4484 -1.7678
C 2.8066 -1.9681 -2.4171
Cl 1.2625 0.2666 -2.1950
N -0.9334 -1.8815 -0.3391
C -1.5693 -0.8162 -0.9243
O -2.1495 -0.8864 -1.9768
C -1.5061 0.3347 0.0929
C -2.7780 -0.0439 0.9566
C -4.1208 0.0670 0.2853
O -4.8271 -0.8636 0.0740
Cl -4.6816 1.6893 -0.1604
N -1.5965 1.7274 -0.2976
C -1.7367 2.7005 0.7823
C -1.4747 2.3347 -1.5660
C -2.1480 1.8017 -2.7932
O -0.9053 3.4080 -1.6205
C -0.2619 -0.0819 0.9955
C 0.8247 0.8885 1.5096
C 1.9427 1.5160 0.6724
C 3.3511 1.0218 0.9082
N 1.8155 2.4799 -0.1392
H 3.3138 -2.0767 3.7198
H 0.1891 -3.4983 1.3006
H -0.6785 -2.3487 2.3138
H 1.8466 -2.6942 -0.1267
H 2.2915 -1.0533 0.2165
H 0.6775 -1.9794 -2.2205
H 2.5708 -2.6322 -3.2459
H 3.3889 -1.1387 -2.8078
H 3.4123 -2.5165 -1.6981
H -0.8261 -2.6611 -0.9727
H -2.7143 -1.1042 1.1875
H -2.7611 0.4939 1.9041
H -0.9652 3.4658 0.7417
H -1.6816 2.2191 1.7530
H -2.6987 3.2090 0.7214
H -2.3493 2.6656 -3.4203
H -1.4456 1.1665 -3.3307
H -3.0336 1.2133 -2.5964
H -0.7564 -0.3191 1.9390
H 1.3248 0.3107 2.2895
H 0.3469 1.7094 2.0395
H 4.0104 1.8862 0.8918
H 3.6484 0.3835 0.0747
H 3.4630 0.4897 1.8510
H 0.8529 2.7765 -0.2607

Lowest unoccupied orbital energy, eV: 0.3187
SMILES: [H]/N=C(/C)C[C@@H]1[C@](CC#C)(C[C@H](C)Cl)NC(=O)[C@]1(CC(=O)Cl)N(C)C(C)=O
HOMO, eV: -9.201
Molecular weight, g/mol: 402.3
Kohn-Sham gap, eV: 9.519
Relative energy (zero: lowest compared OMol25 entry of this formula, charge and spin), kcal/mol: 51.2

(4)
# C3H6N3O

A 2-piece molecular cluster, C3H6N3O overall in a non-equilibrium geometry (the ωB97M-V functional and the def2-TZVPD basis, OMol25).

CARTESIAN COORDINATES (ANGSTROEM)
C 0.1783 -1.8212 0.8951
C -0.0934 0.8653 -0.1694
C 0.8491 -1.2215 -0.1349
N -0.4056 -2.1650 1.8443
N -1.2763 0.6993 0.3988
N 0.4969 2.0231 -0.3850
O 0.7236 -1.6328 -1.3812
H 1.7792 -0.8341 0.0851
H -1.6320 -0.1962 0.5783
H -1.9523 1.3857 0.6131
H 1.3648 2.0705 -0.8313
H 0.0954 2.7815 0.1398
H -0.1277 -1.9545 -1.6530

Lowest unoccupied orbital energy, eV: -5.6891
HOMO, eV: -14.681
Molecular weight, g/mol: 100.1
Kohn-Sham gap, eV: 8.992
Relative energy (zero: lowest compared OMol25 entry of this formula, charge and spin), kcal/mol: 55.0
Charge: +1

(5)
# C2H9N2O

A 2-piece molecular cluster, C2H9N2O overall in a non-equilibrium geometry (the ωB97M-V functional and the def2-TZVPD basis, OMol25).

CARTESIAN COORDINATES (ANGSTROEM)
C -1.6597 0.3687 -0.2687
C -0.3601 0.6424 -0.4208
N 0.6045 -0.4700 -0.4855
N -2.6303 1.3119 -0.2793
H -2.0436 -0.6371 -0.1493
H 0.0803 1.6214 -0.4131
H 1.2110 -0.4132 -1.2965
H 1.2278 -0.5188 0.3473
H 0.1523 -1.3416 -0.5153
H -2.4136 2.2846 -0.3920
H -3.5476 1.0770 0.0465
H 3.6809 -1.5168 0.7634
H 2.8728 -1.2425 2.0126
O 2.8253 -1.1660 1.0507

Lowest unoccupied orbital energy, eV: -3.1250
HOMO, eV: -12.802
Molecular weight, g/mol: 77.1
Kohn-Sham gap, eV: 9.677
Relative energy (zero: lowest compared OMol25 entry of this formula, charge and spin), kcal/mol: 31.4
Charge: +1

(6)
# C20H31N5O4

The molecule C20H31N5O4 (the ωB97M-V functional and the def2-TZVPD basis, OMol25).

CARTESIAN COORDINATES (ANGSTROEM)
C -3.0952 0.8186 0.1563
C -2.2751 -0.0929 1.0626
C -2.2158 -1.5196 0.5283
C -2.8084 -0.0541 2.5088
N -1.7675 0.1808 3.4999
N -0.6991 -0.7309 3.5156
C 0.4164 -0.0240 3.9295
C 1.6928 -0.7634 4.1974
C 2.8494 0.1204 3.7560
O 3.4395 0.8527 4.5270
N 3.1495 0.0674 2.4375
C 2.3505 -0.3664 1.2800
C 3.2334 0.5505 0.3957
C 2.5368 1.5472 -0.5153
N 2.3227 1.0409 -1.8668
C 3.3521 1.3014 -2.8622
C 1.2010 0.3295 -2.1288
O 0.3850 0.0884 -1.2407
C 1.0544 -0.1449 -3.5626
C -0.1973 -0.8833 -4.0345
O -0.1953 -1.3426 -5.1619
N -1.2417 -0.9695 -3.1857
C -2.4050 -1.7268 -3.5348
C -3.7394 -1.2074 -3.0905
C -3.3509 -1.1579 -4.5428
C 3.8525 1.1137 1.6981
C 0.1580 1.2953 3.9792
C -1.2458 1.4765 3.6271
O -1.8899 2.4861 3.4157
H -4.1268 0.4629 0.0750
H -3.1162 1.8360 0.5491
H -2.6676 0.8526 -0.8474
H -1.2545 0.3015 1.0855
H -3.2214 -1.9456 0.4619
H -1.7695 -1.5576 -0.4659
H -1.6178 -2.1581 1.1814
H -3.5023 0.7745 2.6423
H -3.3382 -0.9745 2.7644
H -0.9160 -1.5694 4.0429
H 1.8119 -0.9533 5.2637
H 1.6910 -1.7142 3.6623
H 2.3936 -1.4356 1.0733
H 1.3074 -0.0458 1.3211
H 3.9660 -0.0247 -0.1722
H 1.5736 1.8327 -0.0914
H 3.1426 2.4512 -0.6041
H 3.6284 0.4003 -3.4074
H 3.0401 2.0626 -3.5808
H 4.2435 1.6619 -2.3545
H 1.1786 0.7006 -4.2423
H 1.8814 -0.8200 -3.7956
H -1.0760 -0.6703 -2.2326
H -2.2618 -2.8010 -3.5522
H -4.4792 -1.9297 -2.7761
H -3.7517 -0.2744 -2.5450
H -3.0889 -0.1960 -4.9593
H -3.8225 -1.8442 -5.2308
H 3.4946 2.1116 1.9709
H 4.9375 1.0903 1.7832
H 0.8523 2.0899 4.1926

Lowest unoccupied orbital energy, eV: 0.3506
SMILES: CC(C)Cn1[nH]c(CC(=O)N2CC(CN(C)C(=O)CC(=O)NC3CC3)C2)cc1=O
HOMO, eV: -8.672
Molecular weight, g/mol: 405.5
Kohn-Sham gap, eV: 9.022
Relative energy (zero: lowest compared OMol25 entry of this formula, charge and spin), kcal/mol: 32.3

(7)
# C20H18As2O13SV

C20H18As2O13SV as an isolated structure in a non-equilibrium geometry (the ωB97M-V functional and the def2-TZVPD basis, OMol25).

CARTESIAN COORDINATES (ANGSTROEM)
V -0.0269 0.8539 1.7889
O -0.5332 5.9213 3.6200
C -0.6570 4.8120 3.2254
C -0.8198 4.3745 1.7489
O -0.8415 5.0115 0.7504
C -0.9972 2.8565 1.8116
C -0.9621 2.3918 3.1246
O -0.9705 1.0855 3.3596
C -0.6610 3.5311 4.0982
O -0.4396 3.3891 5.2544
O -1.0565 1.9845 0.7897
C 4.8298 -1.9572 -3.4939
O 4.4157 -1.2901 -2.2634
C 5.4179 -0.8350 -1.4895
O 6.5849 -0.9684 -1.7054
C 4.8574 -0.2121 -0.2532
C 5.6255 0.4086 0.6428
As 4.8788 1.2530 2.2444
C 4.8593 3.0420 1.4652
C 3.0166 0.5583 1.8270
C 1.9722 1.1909 1.1257
As 2.9515 -0.3679 -0.1285
C 2.6823 -2.1919 0.5170
C 2.0252 2.6654 0.7716
O 1.8322 3.2838 1.8027
O 2.0960 3.2461 -0.3846
C 2.3304 2.5634 -1.6389
C 2.5767 -0.4610 2.8276
O 3.2589 -1.1601 3.4947
O 1.1603 -0.4895 2.9519
C 0.6699 -1.3077 4.0865
C 7.0813 0.7380 0.3846
O 7.3114 1.8065 -0.1071
O 8.0287 -0.0702 0.8251
C 7.6636 -1.3684 1.3301
H 3.9330 -2.4203 -3.8901
H 5.5910 -2.6976 -3.2643
H 5.2237 -1.2120 -4.1801
H 5.9128 3.3236 1.4441
H 4.3091 3.7215 2.1126
H 4.4980 3.0726 0.4386
H 3.4768 -2.4517 1.2137
H 2.7477 -2.8042 -0.3830
H 1.7066 -2.3261 0.9779
H 2.2665 3.3484 -2.3851
H 1.5581 1.8148 -1.8060
H 3.3319 2.1310 -1.6386
H -0.3861 -1.4674 3.8935
H 0.8272 -0.7367 4.9971
H 1.2287 -2.2373 4.0909
H 8.5940 -1.8170 1.6640
H 7.2325 -1.9696 0.5305
H 6.9851 -1.2767 2.1810
S -1.1063 -1.5513 -0.5295
C -0.5271 -0.5903 0.4445

<S²>: 0.963
Lowest unoccupied orbital energy (alpha / beta), eV: -9.5911 / -9.2240
HOMO (alpha / beta), eV: -15.194 / -15.192
Molecular weight, g/mol: 699.2
Kohn-Sham gap (alpha / beta), eV: 5.603 / 5.968
Relative energy (zero: lowest compared OMol25 entry of this formula, charge and spin), kcal/mol: 2.7
Charge: +2
Multiplicity: 2

(8)
# C29H50GdN7S2Si2

C29H50GdN7S2Si2 as an isolated structure in a non-equilibrium geometry (the ωB97M-V functional and the def2-TZVPD basis, OMol25).

CARTESIAN COORDINATES (ANGSTROEM)
Gd 0.2695 0.0945 0.3728
C -0.2912 3.8465 0.7823
C -1.6997 3.2209 0.9886
N -1.9092 1.8932 0.2706
C -3.1486 1.2032 0.6617
C -2.9735 0.4425 1.9349
N -1.8690 -0.6224 1.8361
C -1.7698 -1.1715 3.1776
C -0.6115 -2.0796 3.4038
C 0.6331 -1.2747 3.8734
N 1.3816 -0.8443 2.6371
C 2.4295 0.1518 2.9660
C 2.0606 1.6437 2.9468
N 0.8756 2.0298 2.1033
C 0.7410 3.5000 1.8389
H -0.3297 4.9763 0.8141
H 0.0298 3.6064 -0.2446
H -2.4407 4.0025 0.5941
H -1.9282 3.1518 2.0500
H -2.0188 2.1161 -0.7338
H -3.3860 0.4748 -0.1678
H -3.9276 1.9848 0.8318
H -3.9396 -0.0834 2.2395
H -2.6334 1.0377 2.7604
H -2.1958 -1.3215 1.1958
H -2.6295 -1.7907 3.4165
H -1.7376 -0.3014 3.8602
H -0.3278 -2.6771 2.5244
H -0.8361 -2.7224 4.2480
H 1.2598 -1.8786 4.5739
H 0.4210 -0.3803 4.4385
H 1.8628 -1.6326 2.2279
H 3.2577 -0.0580 2.2397
H 2.8475 -0.0485 3.9483
H 3.0059 2.0875 2.5621
H 1.9659 2.0412 3.9628
H 0.0714 1.9229 2.7044
H 1.6846 3.9325 1.5672
H 0.4882 4.0683 2.8124
C -1.9917 -0.3138 -3.2042
Si -0.8069 1.1884 -3.2939
C -1.6800 2.8182 -3.0713
C 0.0038 1.1844 -4.9539
N 0.2682 0.8652 -1.9012
C 1.4920 1.5359 -1.9078
C 1.7233 2.6775 -2.7483
C 2.9662 3.2200 -2.7490
C 4.0100 2.9217 -1.8261
C 3.7708 1.9621 -0.8910
C 2.5451 1.1719 -0.9283
N 2.5054 0.0023 -0.2286
Si 3.8630 -1.0755 -0.7933
C 5.5846 -0.6346 -0.2723
C 3.5992 -0.8852 -2.6355
C 3.6246 -2.7390 -0.0265
H -2.7665 -0.2380 -4.0121
H -2.3808 -0.3738 -2.1399
H -1.3727 -1.2338 -3.4264
H -1.7263 3.2517 -4.1097
H -1.1943 3.5777 -2.4684
H -2.8006 2.6517 -2.8063
H -0.5270 0.5400 -5.7062
H 0.9771 0.7471 -4.9409
H 0.0600 2.1807 -5.4480
H 0.9956 3.1138 -3.5043
H 3.1681 3.8258 -3.6177
H 5.0769 3.2142 -2.0270
H 4.4537 1.7742 -0.0623
H 5.6418 -0.5380 0.8872
H 5.9031 0.3044 -0.6887
H 6.4086 -1.3374 -0.5844
H 4.1906 -0.0837 -3.0530
H 2.5608 -0.7282 -2.9887
H 3.9289 -1.8036 -3.1645
H 4.6596 -3.0537 0.1445
H 3.0642 -3.4218 -0.6790
H 3.0559 -2.6381 0.8824
S 0.2298 -2.7579 -0.1433
C -1.2840 -3.4543 -0.0129
N -2.3853 -2.7210 0.0374
C -3.5260 -3.5048 -0.0382
C -4.8319 -2.9201 -0.1714
C -5.8981 -3.7929 -0.0106
C -5.6862 -5.1767 0.1606
C -4.4356 -5.7647 0.2130
C -3.3255 -4.9132 0.0983
S -1.6189 -5.2174 0.1015
H -4.9468 -1.8589 -0.3387
H -6.9179 -3.4217 0.1122
H -6.5362 -5.8717 0.2450
H -4.3740 -6.7969 0.4717

<S²>: 16.078
Lowest unoccupied orbital energy (alpha / beta), eV: 0.0437 / -0.6149
HOMO (alpha / beta), eV: -6.119 / -6.008
Molecular weight, g/mol: 774.3
Kohn-Sham gap (alpha / beta), eV: 6.162 / 5.393
Multiplicity: 8

(9)
# C39H37N3OPPbS3

C39H37N3OPPbS3 as an isolated structure in a non-equilibrium geometry (the ωB97M-V functional and the def2-TZVPD basis, OMol25).

CARTESIAN COORDINATES (ANGSTROEM)
Pb 1.1242 -0.1672 -1.1844
O 3.3765 -2.7199 -1.5530
C 3.2227 -1.8832 -0.7365
C 3.8145 -1.4834 0.4939
C 5.2126 -1.3692 0.5760
C 5.7857 -0.9459 1.7576
C 4.9944 -0.6567 2.8636
C 3.6160 -0.7710 2.7914
C 3.0134 -1.1553 1.6051
P 1.2198 -1.1970 1.3509
C 0.6211 -0.3529 2.8431
C 0.7614 1.0333 2.8744
C 0.3885 1.7422 4.0012
C -0.0969 1.0661 5.1107
C -0.2060 -0.3164 5.0916
C 0.1386 -1.0310 3.9560
C 0.7453 -2.9526 1.5095
C -0.6093 -3.2573 1.6312
C -1.0146 -4.5770 1.6796
C -0.0804 -5.5983 1.5917
C 1.2657 -5.2980 1.4646
C 1.6816 -3.9787 1.4237
H 5.8176 -1.6113 -0.2835
H 6.8579 -0.8490 1.8243
H 5.4488 -0.3354 3.7879
H 3.0039 -0.5473 3.6524
H 1.1964 1.5468 2.0291
H 0.4857 2.8175 4.0158
H -0.3852 1.6165 5.9943
H -0.5540 -0.8434 5.9675
H 0.0552 -2.1078 3.9409
H -1.3314 -2.4553 1.6982
H -2.0615 -4.8141 1.7757
H -0.3971 -6.6274 1.6207
H 1.9955 -6.0910 1.3908
H 2.7361 -3.7543 1.3450
C -5.0864 -3.4891 -1.6142
C -3.6100 -3.2149 -1.5488
C -2.6885 -4.2193 -1.8311
C -1.3174 -3.9653 -1.7560
C -0.3183 -5.0305 -2.0902
C -0.8962 -2.7095 -1.3771
C -1.7841 -1.6399 -1.0983
C -3.1618 -1.9491 -1.2142
N -1.2559 -0.4579 -0.6949
C -2.0611 0.7286 -0.4510
C -2.9275 0.5297 0.8079
C -2.8884 1.1681 -1.6701
C -1.1259 1.9032 -0.1434
H -5.2837 -4.5324 -1.8472
H -5.5644 -2.8759 -2.3786
H -5.5665 -3.2564 -0.6637
H -3.0369 -5.2019 -2.1099
H -0.7879 -6.0078 -2.1477
H 0.4737 -5.0661 -1.3457
H 0.1419 -4.8206 -3.0549
H 0.1729 -2.5304 -1.3124
H -3.9117 -1.2068 -1.0099
H -3.4524 -0.4189 0.8126
H -3.6542 1.3341 0.8705
H -2.2913 0.5675 1.6888
H -3.7514 0.5454 -1.8715
H -2.2494 1.1491 -2.5505
H -3.2303 2.1890 -1.5152
H -0.4294 1.6438 0.6478
H -1.7021 2.7636 0.1913
H -0.5794 2.1925 -1.0415
S -0.3842 6.7788 0.3278
C 0.5803 5.5449 -0.1841
S 1.1816 4.3085 0.9069
C 1.7766 3.4217 -0.5117
N 1.5815 4.0499 -1.6079
N 0.9532 5.2258 -1.4542
C 0.6851 5.9841 -2.6182
C 0.6595 5.3071 -3.8350
C 0.3351 5.9863 -4.9927
C 0.0372 7.3394 -4.9495
C 0.1117 8.0196 -3.7458
C 0.4555 7.3556 -2.5809
S 2.5749 1.9156 -0.3185
H 0.9047 4.2578 -3.8540
H 0.3034 5.4565 -5.9316
H -0.2256 7.8662 -5.8542
H -0.1012 9.0770 -3.7120
H 0.5543 7.9119 -1.6636

Lowest unoccupied orbital energy (alpha / beta), eV: -4.4227 / -4.8962
HOMO (alpha / beta), eV: -9.603 / -9.589
Molecular weight, g/mol: 898.1
Kohn-Sham gap (alpha / beta), eV: 5.180 / 4.693
Relative energy (zero: lowest compared OMol25 entry of this formula, charge and spin), kcal/mol: 10.2
Charge: +1

> molecular weight of number 3 (C18H25Cl2N3O3)?

402.3 g/mol

> The highest molecular weight belongs to which entry?

C39H37N3OPPbS3

> Among the records above, which one has the highest molecular weight?

C39H37N3OPPbS3